Record 1
DFT (wB97M-V/def2-TZVPD) results for the molecule C5H13N.

Geometry as XYZ:
```
19
C5H13N (wB97M-V/def2-TZVPD)
N -1.166 1.779 0.155
C 0.131 -0.344 -0.006
C -0.410 0.953 -0.720
C -1.059 -1.219 0.440
C 1.006 -1.032 -1.061
C 0.935 0.143 1.168
H 1.405 -2.011 -0.698
H 0.490 1.433 -1.084
H 0.277 0.568 1.864
H -1.624 -1.405 -0.444
H 0.558 -1.240 -2.055
H -1.738 2.518 -0.326
H 1.728 0.871 0.916
H -1.593 -0.689 1.172
H -0.742 -2.130 0.903
H 1.924 -0.396 -1.246
H -0.529 2.184 0.853
H 1.460 -0.663 1.685
H -1.052 0.681 -1.515
```

Results
Strongest force on any atom in eV Å⁻¹: 2.03
SMILES string: CC(C)(C)CN
Net charge: 0
E_HOMO in eV: -8.97

=====

Record 2
DFT (wB97M-V/def2-TZVPD) results for a structure of composition C5H13N.

Geometry as XYZ:
```
19
C5H13N (wB97M-V/def2-TZVPD)
N -0.497 -0.479 1.758
C -0.005 0.459 -0.940
C 1.471 0.533 -0.493
C -0.989 0.387 0.327
C 2.053 -0.815 -0.020
C -2.371 -0.056 -0.081
H 3.014 -0.629 0.464
H -0.440 -0.780 0.698
H 1.542 -1.250 0.858
H -0.320 1.381 -1.423
H -2.865 0.778 -0.777
H 2.056 -1.629 -0.737
H 2.095 0.970 -1.267
H -0.096 -0.479 -1.516
H 1.508 1.297 0.279
H -0.948 1.346 0.833
H -2.397 -0.995 -0.615
H 0.297 0.125 1.938
H -3.109 -0.163 0.714
```

Results
Strongest force on any atom in eV Å⁻¹: 4.02
Net charge: 0
E_HOMO in eV: -9.08

=====

Record 3
DFT (wB97M-V/def2-TZVPD) results for a cluster of 2 separate species, C5H13N in total.

Geometry as XYZ:
```
19
C5H13N (wB97M-V/def2-TZVPD)
N -0.098 -1.842 1.335
C 0.986 0.815 -0.889
C 2.051 0.636 -0.094
C -1.951 -0.731 -0.024
C -1.116 -0.790 1.246
C 0.563 2.066 -1.571
H 0.471 -0.119 -1.071
H 2.943 1.251 -0.218
H -0.572 0.130 1.437
H -1.807 -0.844 2.092
H -0.164 1.796 -2.343
H -1.333 -0.987 -0.886
H 1.326 2.670 -2.069
H -0.454 -2.632 1.853
H 0.035 2.751 -0.903
H -2.712 -1.499 0.013
H 2.080 -0.086 0.713
H 0.133 -2.241 0.429
H -2.441 0.217 -0.239
```

Results
Strongest force on any atom in eV Å⁻¹: 1.69
SMILES string: C=CC.CCN
Net charge: 0
E_HOMO in eV: -8.87

=====

Record 4
DFT (wB97M-V/def2-TZVPD) results for a cluster of 2 separate species, C5H13N2 in total.

Geometry as XYZ:
```
20
C5H13N2 (wB97M-V/def2-TZVPD)
N -1.559 2.640 0.862
N -1.406 -1.830 -0.378
C 0.855 1.143 -0.159
C 0.050 0.036 -0.835
C 2.174 1.308 -0.561
C 0.720 -2.288 0.604
C -0.293 -1.119 0.182
H -0.894 0.296 -1.302
H -0.496 -0.570 1.128
H -2.070 3.545 0.616
H -1.827 -2.679 0.144
H -1.270 2.860 1.832
H -0.626 2.617 0.310
H 0.747 -2.964 -0.186
H 0.667 -0.482 -1.692
H 2.706 2.244 -0.424
H 1.663 -1.839 0.579
H 2.561 0.518 -1.199
H 0.730 -2.620 1.644
H -2.172 -1.072 -0.225
```

Results
Strongest force on any atom in eV Å⁻¹: 7.92
Net charge: +1
E_HOMO in eV: -13.60

=====

Record 5
DFT (wB97M-V/def2-TZVPD) results for the ion C5H13N2 with charge +1.

Geometry as XYZ:
```
20
C5H13N2 (wB97M-V/def2-TZVPD)
N 0.165 2.047 -0.161
N 1.241 0.093 -1.207
C 0.615 1.290 -1.197
C -1.468 -0.687 0.613
C 1.201 -1.024 -0.188
C -0.353 -1.490 -0.220
C -1.124 -0.314 2.024
H -0.608 -1.711 -1.287
H -2.360 -1.352 0.706
H 0.665 1.657 -2.319
H 1.260 -0.251 -2.189
H -0.473 -2.443 0.452
H -2.155 0.037 2.458
H 2.133 -1.799 -0.469
H -1.740 0.217 -0.006
H 1.529 -0.607 0.768
H -0.609 -0.951 2.762
H -0.314 3.010 -0.301
H 0.284 1.866 0.843
H -0.681 0.700 1.969
```

Results
Strongest force on any atom in eV Å⁻¹: 3.73
SMILES string: CCCCNC=[NH2+]
Net charge: +1
E_HOMO in eV: -14.52

=====

Record 6
DFT (wB97M-V/def2-TZVPD) results for a structure of composition C5H13N2.

Geometry as XYZ:
```
20
C5H13N2 (wB97M-V/def2-TZVPD)
N 0.990 0.076 0.253
N -1.707 0.042 0.218
C 1.956 0.454 1.251
C -2.281 -0.321 -1.060
C 0.881 -1.338 -0.125
C 0.370 1.038 -0.671
C -0.704 0.927 0.333
H -2.858 -1.273 -1.170
H -2.055 -0.426 1.079
H 1.819 -0.023 2.219
H -0.544 1.408 1.298
H 1.550 -1.956 0.635
H 0.893 1.977 -0.595
H 0.193 0.646 -1.565
H -2.885 0.544 -1.397
H -0.184 -1.735 0.046
H 1.002 -1.364 -1.211
H 2.960 0.375 0.949
H -1.466 -0.538 -1.829
H 2.069 1.487 1.343
```

Results
Strongest force on any atom in eV Å⁻¹: 5.23
Net charge: +1
E_HOMO in eV: -13.55

=====

Record 7
DFT (wB97M-V/def2-TZVPD) results for a cluster of 2 separate species, C5H13N2 in total.

Geometry as XYZ:
```
20
C5H13N2 (wB97M-V/def2-TZVPD)
N 1.161 -1.007 -0.034
N 3.110 0.644 0.100
C -0.573 0.673 0.148
C -0.103 -0.763 0.098
C -2.025 0.920 0.569
C -1.189 -1.782 -0.118
C -1.657 1.165 -0.817
H 2.007 -0.343 0.257
H 0.271 1.219 0.512
H -1.903 -1.522 -0.992
H -1.465 2.132 -1.058
H 3.942 0.394 0.591
H 1.503 -1.948 -0.130
H -2.505 0.082 0.942
H 3.378 1.005 -0.794
H -2.145 1.764 1.326
H 2.776 1.437 0.611
H -2.171 0.590 -1.524
H -1.717 -1.878 0.854
H -0.694 -2.781 -0.543
```

Results
Strongest force on any atom in eV Å⁻¹: 4.29
Net charge: +1
E_HOMO in eV: -14.65

=====

Record 8
DFT (wB97M-V/def2-TZVPD) results for the ion C5H13N2 with charge +1.

Geometry as XYZ:
```
20
C5H13N2 (wB97M-V/def2-TZVPD)
N 1.830 0.930 2.204
N -0.716 0.322 -2.673
C -0.602 -0.496 1.766
C 1.491 0.607 0.917
C -1.191 -0.088 -1.289
C 0.042 -0.869 -0.585
C 0.415 -0.173 0.683
H 0.848 -1.018 -1.319
H 0.248 0.689 -2.582
H -1.414 0.757 -0.666
H -0.229 -1.080 2.604
H -0.522 -0.352 -3.413
H -1.275 1.128 -2.957
H 2.023 1.120 0.137
H -0.402 -1.828 -0.411
H -1.097 0.389 2.200
H 2.575 1.493 2.573
H -2.015 -0.804 -1.437
H 1.395 0.363 2.915
H -1.405 -1.092 1.332
```

Results
Strongest force on any atom in eV Å⁻¹: 3.32
SMILES string: C/C(=C\N)CC[NH3+]
Net charge: +1
E_HOMO in eV: -11.02

=====

Per-record energy above the lowest of the compared OMol25 structures with the same formula, charge and spin, kcal per mole: 9.9; 85.1; 45.0; 197.8; 69.0; 82.8; 55.2; 57.4